{"formula": "C44H43I2N7O9PZr", "method": "ωB97M-V with the def2-TZVPD basis set", "elements": ["I", "I", "Zr", "P", "O", "O", "O", "O", "O", "O", "O", "O", "O", "N", "N", "N", "N", "N", "N", "N", "C", "C", "C", "C", "C", "C", "C", "C", "C", "C", "C", "C", "C", "C", "C", "C", "C", "C", "C", "C", "C", "C", "C", "C", "C", "C", "C", "C", "C", "C", "C", "C", "C", "C", "C", "C", "C", "C", "C", "C", "C", "C", "C", "C", "H", "H", "H", "H", "H", "H", "H", "H", "H", "H", "H", "H", "H", "H", "H", "H", "H", "H", "H", "H", "H", "H", "H", "H", "H", "H", "H", "H", "H", "H", "H", "H", "H", "H", "H", "H", "H", "H", "H", "H", "H", "H", "H"], "positions_angstrom": [[4.92, 5.19, -2.15], [-0.04, 4.73, 1.13], [0.13, -0.18, 0.06], [-0.63, -1.12, -2.59], [0.09, 1.78, -0.16], [-0.20, -1.68, 1.31], [1.74, -0.94, 7.20], [3.09, -3.50, -1.78], [-1.55, -3.96, 1.81], [1.76, 0.13, 1.14], [1.52, 1.54, 2.89], [0.70, -2.83, 7.40], [-1.01, -5.01, 3.61], [1.09, -1.87, 6.75], [1.95, 0.58, -1.63], [-1.00, -4.02, 2.90], [-1.23, 0.94, 1.96], [1.78, -2.10, -0.62], [-2.56, 1.99, -1.49], [-2.69, -0.55, 0.28], [0.86, -0.71, 3.21], [2.63, -4.08, 1.46], [-5.12, -1.81, -3.57], [2.76, 0.02, -2.49], [-0.91, -3.52, -4.04], [0.29, -5.56, -3.69], [-0.27, -2.83, 3.41], [0.06, -2.87, 4.76], [-2.47, 0.38, 2.54], [0.86, -3.57, -2.44], [0.34, 2.10, -4.90], [-2.42, -1.31, -3.00], [1.16, -0.75, 4.55], [1.18, 2.50, -0.48], [3.36, 4.00, -1.43], [3.13, -2.03, 0.03], [-3.56, 1.75, -0.46], [3.13, -2.63, 1.43], [-0.69, -4.84, -4.36], [-3.10, -0.53, -3.92], [-0.06, 1.28, -3.86], [-3.11, -2.37, -2.38], [3.22, 2.65, -1.85], [-3.82, 0.26, -0.27], [-2.93, -0.80, 1.72], [0.80, 1.54, -6.09], [1.87, -2.97, -1.54], [-0.17, -2.86, -3.05], [2.15, 1.90, -1.32], [-4.44, -2.62, -2.66], [4.51, -2.49, 2.06], [0.76, -1.83, 5.31], [1.38, 3.80, -0.09], [3.83, 0.69, -3.09], [1.08, -4.91, -2.75], [0.10, -1.75, 2.59], [0.45, -0.67, -5.18], [-4.44, -0.77, -4.20], [1.41, 0.45, 2.41], [2.48, 4.55, -0.56], [0.85, 0.16, -6.23], [-0.02, -0.12, -3.99], [4.03, -2.82, -0.92], [4.07, 1.99, -2.76], [-4.67, 0.16, 0.41], [-2.69, -1.45, -0.17], [-2.58, -3.03, -1.70], [1.11, 2.18, -6.91], [0.46, -6.61, -3.91], [-1.47, 1.63, 1.27], [4.63, -3.57, -0.42], [-1.29, -5.32, -5.12], [1.63, -4.16, 1.02], [1.88, -5.45, -2.26], [-4.14, -0.15, -1.23], [2.57, -4.43, 2.49], [-4.96, -0.15, -4.92], [2.46, -2.03, 2.02], [1.72, 0.05, 5.00], [5.26, -3.10, 1.53], [-4.95, -3.44, -2.18], [3.44, -1.00, 0.09], [2.60, 5.58, -0.24], [-2.58, 0.26, -4.46], [1.22, -0.28, -7.15], [-2.27, 0.06, 3.56], [-3.98, -1.00, 1.91], [-0.71, 1.45, 2.65], [-1.68, -2.98, -4.57], [4.67, -2.20, -1.53], [-2.38, -1.69, 1.99], [4.85, -1.45, 2.05], [-3.22, 2.19, 0.48], [-2.20, 2.94, -1.42], [0.51, -1.74, -5.31], [4.49, -2.83, 3.09], [4.46, 0.16, -3.80], [-0.40, 1.71, -2.93], [-0.23, -3.72, 5.35], [-3.24, 1.15, 2.58], [-3.00, 1.91, -2.39], [2.57, -1.02, -2.74], [0.31, 3.18, -4.78], [-4.51, 2.22, -0.69], [4.90, 2.53, -3.21], [3.30, -4.75, 0.92], [-6.16, -2.00, -3.80]], "mulliken_charge": [0.10, -0.01, 0.38, 2.96, 0.52, -0.67, -0.61, -0.41, -0.58, -0.06, -0.58, -0.62, -0.68, 1.03, 1.20, 1.17, 0.01, 0.72, -0.21, 0.25, 1.06, -1.60, -0.82, -0.14, -0.33, -1.01, -0.63, -0.09, -1.10, -1.30, -0.75, 0.74, -0.52, -0.92, -0.35, -0.27, -1.33, 2.03, -0.82, -0.51, -0.01, -0.38, 1.26, -0.22, -0.60, -0.88, 0.51, -0.05, -0.36, -0.90, -1.82, -1.28, 0.15, -1.90, -0.66, 1.75, -0.95, -0.68, -0.59, -0.11, -0.79, 0.21, -0.90, -1.15, 0.38, 0.01, 0.56, 0.41, 0.43, -0.20, 0.54, 0.46, 0.25, 0.57, 0.17, 0.49, 0.45, -1.26, 0.73, 0.36, 0.48, 1.13, 0.43, 0.52, 0.44, 0.55, 0.85, 0.26, 0.67, 0.18, -0.31, 0.41, 0.32, 0.24, 0.41, 0.47, 0.61, -0.01, 0.72, 0.49, 0.26, 0.63, 0.51, 0.58, 0.23, 0.30, 0.40], "relative_energy_kj_mol": 23.93, "spin_multiplicity": 1, "charge": 1}



{"formula": "C44H43N7O5PSW", "method": "ωB97M-V with the def2-TZVPD basis set", "elements": ["W", "S", "P", "O", "O", "O", "O", "O", "N", "N", "N", "N", "N", "N", "N", "C", "C", "C", "C", "C", "C", "C", "C", "C", "C", "C", "C", "C", "C", "C", "C", "C", "C", "C", "C", "C", "C", "C", "C", "C", "C", "C", "C", "C", "C", "C", "C", "C", "C", "C", "C", "C", "C", "C", "C", "C", "C", "C", "C", "H", "H", "H", "H", "H", "H", "H", "H", "H", "H", "H", "H", "H", "H", "H", "H", "H", "H", "H", "H", "H", "H", "H", "H", "H", "H", "H", "H", "H", "H", "H", "H", "H", "H", "H", "H", "H", "H", "H", "H", "H", "H", "H"], "positions_angstrom": [[0.09, -0.27, 0.08], [-0.78, -3.50, -0.56], [0.98, 0.09, 2.75], [0.27, 1.78, 0.24], [1.10, -4.33, 1.37], [0.25, 0.22, -3.81], [0.87, 0.10, -1.66], [-1.05, -4.20, -1.79], [6.46, -3.57, -2.46], [-1.74, 0.69, -0.95], [5.50, -4.22, -2.00], [-0.57, -1.77, -0.97], [3.17, -3.73, 0.48], [1.61, -2.12, 0.60], [5.27, -3.88, -0.70], [-4.62, -3.86, 0.72], [-2.38, -3.19, 0.24], [-2.25, 3.86, -1.57], [4.22, 2.62, 2.75], [-0.07, 1.95, 4.72], [3.13, 1.87, 3.16], [3.04, -2.20, -1.44], [-0.79, 3.10, 5.00], [7.42, -1.23, 0.73], [-3.71, -1.91, 1.77], [8.01, -1.82, -1.54], [-3.43, -4.08, 0.05], [2.49, 1.02, 2.26], [1.68, -2.52, 6.45], [2.44, -4.05, 1.65], [0.25, -1.50, 4.83], [-6.07, -2.57, 2.30], [2.95, 0.93, 0.94], [2.79, -1.92, 5.86], [4.05, 1.68, 0.54], [0.41, -2.30, 5.94], [1.39, -3.01, 1.71], [8.22, -1.08, -0.41], [6.18, -2.91, -0.34], [-4.78, -2.78, 1.58], [-0.68, -1.54, -2.41], [2.64, -1.12, 4.74], [6.96, -2.74, -1.51], [0.20, -0.32, -2.75], [2.59, -2.69, -0.12], [-0.53, 1.41, 1.15], [4.28, -4.57, 0.03], [-3.05, 2.62, -2.03], [-0.73, 2.15, 2.40], [6.39, -2.15, 0.80], [-2.51, -2.13, 1.12], [-3.05, 2.50, -3.57], [4.68, 2.52, 1.45], [-0.05, 1.45, 3.43], [-4.48, 2.63, -1.47], [1.36, -0.90, 4.23], [-1.45, 3.79, 3.98], [-1.42, 3.32, 2.67], [-2.34, 1.52, -1.48], [3.50, -0.65, 4.29], [8.63, -1.73, -2.42], [-0.38, -2.43, -2.98], [3.89, -5.37, -0.62], [-5.45, -4.55, 0.57], [-1.21, 3.80, -1.88], [9.02, -0.36, -0.38], [0.93, -2.65, 2.62], [4.70, 3.29, 3.45], [-2.69, 4.75, -2.02], [2.47, 0.25, 0.21], [4.02, -1.72, -1.37], [-0.74, -1.30, 4.42], [3.77, -2.07, 6.28], [-1.98, 4.70, 4.20], [0.46, 1.45, 5.52], [1.81, -3.15, 7.32], [4.41, 1.61, -0.47], [2.76, 1.96, 4.18], [-6.92, -2.81, 1.66], [2.93, -4.57, 2.46], [4.70, -5.03, 0.93], [7.62, -0.61, 1.59], [-5.04, 1.76, -1.80], [-6.12, -3.24, 3.16], [5.79, -2.26, 1.69], [-4.99, 3.53, -1.82], [2.33, -1.48, -1.85], [-4.47, 2.65, -0.38], [-3.47, 3.41, -3.99], [-2.29, 3.97, -0.49], [-3.66, 1.66, -3.89], [-1.93, 3.85, 1.89], [-2.04, 2.38, -3.95], [-6.17, -1.55, 2.66], [-3.83, -1.07, 2.44], [-0.45, -2.75, 6.41], [-1.59, -1.45, 1.32], [3.14, -3.03, -2.14], [-0.83, 3.48, 6.01], [-1.71, -1.32, -2.71], [-3.30, -4.91, -0.62], [5.52, 3.12, 1.13]], "mulliken_charge": [2.33, 0.91, 2.15, -0.34, -0.52, -0.51, -0.87, -0.63, -0.51, -0.89, -0.60, 0.11, 0.25, 0.45, 0.81, -0.80, 0.70, -1.32, -0.82, -0.98, -0.64, -1.52, -0.81, -0.65, -1.27, -0.80, -0.73, 0.57, -0.64, -1.08, -0.29, -1.56, 0.54, -0.84, -1.20, -0.83, -0.34, -0.55, 0.76, 0.69, -0.56, -0.91, 0.44, 0.50, 0.47, 0.65, -0.88, 1.77, -0.59, -0.65, 0.13, -1.68, -1.00, 0.52, -1.57, 0.52, -0.89, -0.35, 0.05, 0.49, 0.47, 0.62, 0.23, 0.49, 0.42, 0.43, 1.20, 0.49, 0.50, 0.14, 0.17, 0.52, 0.50, 0.50, 0.57, 0.47, 0.61, 0.51, 0.42, 0.64, 0.41, 0.47, 0.43, 0.33, 0.53, 0.43, -0.10, 0.35, 0.43, 0.15, 0.41, 0.48, 0.41, 0.39, 0.52, 0.49, 0.07, 0.71, 0.50, 0.35, 0.57, 0.51], "relative_energy_kj_mol": 610.01, "spin_multiplicity": 1, "charge": 3}



{"formula": "C44H44BI2N13O4Sr", "method": "ωB97M-V with the def2-TZVPD basis set", "elements": ["I", "I", "Sr", "O", "O", "O", "O", "N", "N", "N", "N", "N", "N", "N", "N", "N", "N", "N", "N", "N", "C", "C", "C", "C", "C", "C", "C", "C", "C", "C", "C", "C", "C", "C", "C", "C", "C", "C", "C", "C", "C", "C", "C", "C", "C", "C", "C", "C", "C", "C", "C", "C", "C", "C", "C", "C", "C", "C", "C", "C", "C", "C", "C", "C", "B", "H", "H", "H", "H", "H", "H", "H", "H", "H", "H", "H", "H", "H", "H", "H", "H", "H", "H", "H", "H", "H", "H", "H", "H", "H", "H", "H", "H", "H", "H", "H", "H", "H", "H", "H", "H", "H", "H", "H", "H", "H", "H", "H", "H"], "positions_angstrom": [[2.89, -2.71, 3.13], [-0.93, -3.56, 7.58], [-0.52, 0.53, 0.65], [2.17, -0.96, -2.82], [1.91, -2.60, -1.40], [0.28, -1.27, 2.01], [2.75, -0.73, -0.08], [1.83, -0.93, -0.67], [-3.86, -2.03, -1.49], [-0.30, 1.49, -1.71], [-1.51, 3.51, -0.03], [1.18, 2.21, 1.23], [0.16, 2.78, -1.76], [0.12, 5.17, -0.87], [0.99, 3.41, 0.60], [-2.28, -1.30, 2.77], [-1.92, 2.63, 0.93], [1.15, 5.58, -1.65], [-2.12, -1.13, -0.46], [1.63, -1.58, -5.53], [-3.72, 3.69, 0.09], [1.84, 4.32, 1.12], [2.59, 3.72, 2.10], [2.17, -5.55, -4.28], [-0.41, 6.23, -0.21], [-3.25, 2.75, 1.02], [-2.58, 4.13, -0.55], [1.84, -2.86, -5.10], [0.28, 7.36, -0.58], [1.92, 0.20, -8.73], [0.02, -1.80, 3.10], [-5.12, -2.13, -2.20], [-2.94, -3.03, -1.31], [-3.55, -1.37, 3.14], [-0.75, -0.35, -3.29], [-1.18, -1.76, -9.63], [-0.74, -2.63, -6.89], [1.01, -2.45, 3.91], [2.05, -2.20, -2.62], [-3.32, -0.91, -0.96], [0.22, -1.68, -7.54], [-3.97, -1.89, 4.36], [0.84, -0.31, -9.43], [-4.02, 1.96, 2.03], [0.44, 3.10, -3.04], [2.58, 1.29, 3.03], [-0.60, -2.86, 5.68], [2.05, -5.21, -5.63], [2.30, 7.67, -2.22], [-0.01, -1.24, -8.85], [2.00, -3.20, -3.72], [1.26, 6.89, -1.49], [1.89, -3.91, -6.03], [2.14, 2.40, 2.13], [-0.28, 1.02, -2.96], [0.19, 2.00, -3.84], [0.70, -2.92, 5.18], [1.34, -1.19, -6.86], [-1.36, -1.80, 3.61], [-1.88, -2.47, -0.67], [2.15, -4.54, -3.35], [2.18, -0.25, -7.45], [-3.03, -2.37, 5.24], [-1.67, -2.34, 4.87], [-0.04, 3.70, -0.53], [-4.80, 1.36, 1.56], [1.84, 1.10, 3.82], [2.58, 0.93, -9.19], [2.26, -4.76, -2.29], [1.84, -0.86, -4.86], [-5.50, -3.14, -2.12], [-2.13, -1.47, -9.16], [-0.40, -1.09, -2.58], [-3.32, -2.77, 6.20], [2.47, 7.25, -3.21], [-1.18, -1.37, -10.65], [-1.22, 6.11, 0.49], [-1.18, -2.85, -9.69], [-3.35, 1.30, 2.58], [2.30, -6.58, -3.98], [-4.73, 4.01, -0.07], [2.01, 8.71, -2.33], [-4.99, -1.88, -3.26], [1.81, -3.68, -7.09], [0.11, 8.37, -0.26], [3.37, 4.17, 2.70], [0.32, 1.92, -4.91], [0.81, 4.08, -3.27], [-4.50, 2.63, 2.75], [3.04, 0.11, -6.90], [-1.77, -2.31, -7.05], [-2.46, 4.86, -1.33], [-0.38, -0.64, -4.28], [-0.57, -2.71, -5.82], [-1.84, -0.40, -3.32], [-0.95, -2.94, -0.37], [2.09, -5.99, -6.38], [-5.84, -1.45, -1.76], [-5.02, -1.92, 4.61], [-3.12, -4.04, -1.66], [-4.27, -0.98, 2.43], [3.25, 7.65, -1.68], [3.52, 1.54, 3.52], [1.47, -3.36, 5.79], [1.86, 5.33, 0.74], [0.65, 0.02, -10.45], [-3.83, 0.04, -1.00], [-0.65, -3.64, -7.30], [2.73, 0.36, 2.48]], "mulliken_charge": [0.16, 0.21, 3.08, -0.89, -0.62, -0.02, -0.17, 0.47, 0.19, 0.59, 1.79, -0.27, 0.27, 0.47, 0.75, 0.18, -1.42, -1.26, 1.38, 0.08, -1.72, -0.03, -1.78, -0.92, -0.27, 0.77, -0.15, 0.08, -1.23, -0.91, -0.18, -0.91, -0.93, -0.17, 0.25, -1.52, -1.82, -0.52, 1.12, -1.43, 1.42, -1.25, -0.86, -1.21, -0.64, -0.90, -0.17, -0.65, -1.28, 0.97, 0.67, 0.80, -0.55, 0.24, -0.06, -1.53, -0.37, -0.45, 0.27, -1.09, -0.55, -0.78, -0.81, 0.92, -0.23, 0.21, 0.18, 0.42, 0.50, 0.35, 0.32, 0.32, -0.33, 0.24, 0.34, 0.40, 0.50, 0.32, 0.19, 0.40, 0.46, 0.37, 0.33, 0.57, 0.43, 0.48, 0.58, 0.68, 0.41, 0.54, 0.56, 0.67, -0.22, 0.29, 0.40, 0.51, 0.42, 0.35, 0.43, 0.52, 0.51, 0.25, 0.42, 0.39, 0.36, 0.36, 0.60, 0.43, -0.04], "s_squared": 0.783, "relative_energy_kj_mol": 83.97, "spin_multiplicity": 2, "charge": 1}



{"formula": "C44H44FNO3SbV", "method": "ωB97M-V with the def2-TZVPD basis set", "elements": ["Sb", "V", "F", "O", "O", "O", "N", "C", "C", "C", "C", "C", "C", "C", "C", "C", "C", "C", "C", "C", "C", "C", "C", "C", "C", "C", "C", "C", "C", "C", "C", "C", "C", "C", "C", "C", "C", "C", "C", "C", "C", "C", "C", "C", "C", "C", "C", "C", "C", "C", "C", "H", "H", "H", "H", "H", "H", "H", "H", "H", "H", "H", "H", "H", "H", "H", "H", "H", "H", "H", "H", "H", "H", "H", "H", "H", "H", "H", "H", "H", "H", "H", "H", "H", "H", "H", "H", "H", "H", "H", "H", "H", "H", "H", "H"], "positions_angstrom": [[-2.48, -0.69, -0.06], [-0.53, 1.51, 0.00], [6.09, 4.78, -1.21], [1.02, -1.84, -0.47], [0.29, 0.24, -0.45], [1.84, 2.15, -0.97], [4.91, -0.52, -0.34], [6.83, 2.60, -0.75], [1.48, 3.60, 1.81], [-5.47, -0.60, -1.21], [-2.86, -1.90, 4.74], [-3.21, 1.95, 2.39], [-5.26, 0.84, -1.59], [-6.91, -2.54, -1.15], [-1.49, -0.17, -3.16], [-1.46, 3.49, -0.63], [-6.68, -1.22, -1.49], [-5.91, -3.27, -0.53], [-1.60, -1.69, 4.20], [-0.80, -2.53, -3.66], [1.25, -0.65, -0.55], [-0.21, 3.77, -0.07], [5.22, 0.82, -0.55], [-1.29, -1.60, -2.75], [-1.42, -1.38, 2.86], [7.66, 0.29, -0.28], [5.80, 3.50, -0.99], [-4.49, -1.34, -0.58], [5.96, -1.52, -0.06], [-3.82, -1.52, 2.58], [-1.58, -2.06, -1.46], [7.15, -0.83, 0.61], [-0.59, -3.85, -3.31], [6.55, 1.26, -0.53], [0.14, 3.32, 1.21], [-4.70, -2.67, -0.25], [-1.79, 3.95, -2.01], [-2.14, 2.47, 1.49], [-2.42, 2.84, 0.17], [-0.05, -1.11, 2.34], [-0.86, -4.27, -2.02], [2.59, -0.07, -0.63], [-3.97, -1.81, 3.93], [5.45, -2.66, 0.81], [4.18, 1.75, -0.79], [-2.55, -1.34, 2.04], [4.49, 3.09, -1.02], [3.66, -0.92, -0.43], [-1.36, -3.37, -1.09], [2.77, 1.34, -0.81], [-0.84, 2.65, 1.97], [6.31, -3.23, 1.18], [-2.61, 3.37, -2.45], [-3.92, -3.24, 0.25], [0.69, -1.21, 3.14], [0.20, -1.83, 1.55], [4.83, -3.36, 0.27], [-4.96, -1.95, 4.33], [6.28, -1.92, -1.03], [-2.96, -2.12, 5.79], [-0.61, 2.35, 2.99], [0.52, 4.34, -0.65], [1.42, 4.47, 2.47], [8.51, 0.80, 0.17], [-0.73, -1.75, 4.84], [2.21, 3.82, 1.04], [1.83, 2.76, 2.41], [-5.18, 1.45, -0.69], [-2.11, 5.00, -1.99], [-0.69, -5.30, -1.73], [6.86, -0.43, 1.58], [7.85, 2.95, -0.73], [3.44, -1.97, -0.31], [-6.07, -4.31, -0.26], [-7.86, -3.00, -1.37], [-0.57, -2.20, -4.67], [3.70, 3.80, -1.24], [4.91, -2.28, 1.67], [-4.35, 0.95, -2.18], [-2.55, 0.08, -3.11], [-3.98, 1.40, 1.84], [-0.20, -4.54, -4.04], [-3.43, 2.72, -0.21], [-1.17, -0.03, -4.19], [-0.92, 0.52, -2.52], [-4.70, -1.44, 1.96], [-3.70, 2.79, 2.89], [-2.80, 1.31, 3.17], [-0.92, 3.88, -2.67], [-1.55, -3.69, -0.07], [7.94, -1.56, 0.77], [-6.10, 1.21, -2.17], [-7.46, -0.66, -1.99], [0.02, -0.09, 1.92], [7.99, -0.12, -1.24]], "mulliken_charge": [0.79, 1.35, -0.33, -0.55, -0.32, -0.92, 0.25, -0.73, -1.65, 0.36, -0.87, -1.33, -0.81, -0.87, -1.32, -0.01, -0.81, -1.05, -0.82, -0.84, -0.31, -0.49, -0.98, 0.96, 0.43, -1.05, -0.11, 1.02, 0.50, -0.94, 0.77, -0.96, -0.80, 0.85, 1.14, -0.16, -1.74, 1.29, 0.23, -0.37, -1.04, -0.59, -0.99, -1.79, 0.72, 1.08, -0.73, -0.39, -0.61, 1.12, -1.06, 0.44, 0.36, 0.37, 0.67, 0.02, 0.51, 0.51, 0.14, 0.44, 0.72, 0.48, 0.35, 0.48, 0.45, 0.29, 0.40, 0.14, 0.39, 0.47, 0.33, 0.55, 0.71, 0.50, 0.44, 0.47, 0.68, 0.40, 0.06, 0.14, 0.23, 0.45, 0.69, 0.56, 0.06, 0.45, 0.38, 0.41, 0.39, 0.53, 0.40, 0.54, 0.45, -0.31, 0.34], "s_squared": 2.042, "relative_energy_kj_mol": 155.40, "spin_multiplicity": 3, "charge": 2}